1.
{
  "formula": "C30H32ClN3NbSSi2",
  "method": "wB97M-V/def2-TZVPD",
  "lumo_ev": [-11.289, -11.289],
  "orbital_gap_ev": [4.429, 4.429],
  "total_charge": 3,
  "symbols": ["C", "C", "C", "H", "C", "C", "H", "H", "H", "H", "Nb", "Si", "C", "C", "H", "C", "H", "C", "H", "C", "H", "C", "H", "C", "C", "H", "C", "H", "C", "H", "C", "H", "C", "H", "H", "Si", "C", "C", "H", "C", "H", "C", "H", "C", "H", "C", "H", "C", "C", "H", "C", "H", "C", "H", "C", "H", "C", "H", "H", "Cl", "N", "N", "C", "N", "S", "H", "H", "H", "H", "H"],
  "coordinates": [[-1.683, -0.546, 4.931], [-2.110, 0.160, 3.758], [-2.084, -0.750, 2.651], [-2.470, 1.186, 3.709], [-1.646, -2.021, 3.146], [-1.394, -1.914, 4.556], [-1.149, -2.711, 5.238], [-1.780, -0.177, 5.943], [-2.443, -0.559, 1.647], [-1.538, -2.925, 2.555], [-0.053, -0.551, 3.469], [-0.921, -0.643, -2.282], [-0.445, 0.923, -3.186], [0.816, 1.075, -3.779], [1.628, 0.374, -3.559], [1.023, 2.119, -4.688], [1.997, 2.211, -5.159], [0.023, 3.049, -4.956], [0.205, 3.884, -5.646], [-1.203, 2.908, -4.302], [-2.000, 3.632, -4.469], [-1.449, 1.856, -3.427], [-2.417, 1.743, -2.933], [-0.137, -1.909, -3.433], [-0.547, -1.929, -4.778], [-1.341, -1.259, -5.119], [0.087, -2.772, -5.700], [-0.241, -2.781, -6.739], [1.153, -3.580, -5.284], [1.659, -4.234, -5.995], [1.608, -3.522, -3.961], [2.468, -4.110, -3.632], [0.966, -2.674, -3.051], [1.355, -2.584, -2.036], [-2.393, -0.731, -2.346], [1.743, 1.512, -0.955], [1.105, -0.180, -0.361], [-0.348, -0.606, -0.499], [-1.066, 0.081, -0.017], [-0.666, -2.025, -0.290], [-1.620, -2.423, -0.689], [0.218, -2.844, 0.357], [-0.085, -3.871, 0.589], [1.479, -2.365, 0.715], [2.112, -2.959, 1.381], [1.936, -1.125, 0.248], [2.991, -0.877, 0.440], [0.391, 2.783, -0.676], [-0.710, 2.487, 0.155], [-0.614, 1.687, 0.893], [-1.894, 3.247, 0.108], [-2.819, 2.884, 0.578], [-1.836, 4.512, -0.479], [-2.673, 5.209, -0.377], [-0.683, 4.901, -1.190], [-0.613, 5.900, -1.630], [0.381, 4.016, -1.373], [1.176, 4.256, -2.081], [2.898, 1.940, -0.244], [1.509, 1.067, 2.468], [0.612, 0.626, 5.302], [0.895, -0.317, 6.336], [1.574, -1.431, 6.011], [2.113, -2.156, 7.016], [1.636, -2.057, 4.395], [1.419, 1.247, 5.136], [-0.103, 1.279, 5.654], [1.121, 0.121, 7.239], [2.606, -3.004, 6.761], [2.274, -1.756, 7.937]]
}

***

2.
{
  "formula": "C40H40Br2N7O9SbZr",
  "method": "wB97M-V/def2-TZVPD",
  "lumo_ev": -5.465,
  "orbital_gap_ev": 7.580,
  "total_charge": 2,
  "symbols": ["Zr", "N", "C", "C", "C", "N", "H", "H", "H", "H", "H", "H", "H", "H", "H", "H", "C", "O", "C", "O", "N", "N", "H", "H", "H", "H", "H", "H", "C", "C", "C", "C", "C", "C", "Br", "C", "C", "Br", "C", "O", "C", "N", "H", "H", "H", "H", "H", "H", "O", "C", "O", "C", "C", "C", "C", "C", "C", "N", "O", "O", "N", "O", "O", "H", "H", "H", "C", "C", "C", "C", "C", "C", "Sb", "C", "C", "C", "C", "C", "C", "C", "C", "C", "C", "C", "C", "H", "H", "H", "H", "H", "H", "H", "H", "H", "H", "H", "H", "H", "H", "H"],
  "coordinates": [[-0.444, 0.693, -1.039], [-2.377, 0.466, -2.448], [-2.828, -0.853, -2.981], [-1.848, -1.404, -3.997], [-0.467, -1.685, -3.436], [0.213, -0.414, -3.043], [-3.125, 0.859, -1.882], [-2.273, 1.115, -3.230], [-3.809, -0.742, -3.440], [-2.925, -1.533, -2.137], [-1.770, -0.720, -4.850], [-2.254, -2.334, -4.396], [0.138, -2.207, -4.175], [-0.527, -2.328, -2.557], [0.049, 0.290, -3.765], [1.222, -0.554, -3.051], [2.252, 1.359, 3.893], [1.302, 0.954, 2.880], [1.322, 1.489, 1.690], [0.514, 1.046, 0.850], [2.165, 2.487, 1.399], [2.122, 3.040, 0.114], [2.049, 0.720, 4.743], [2.090, 2.400, 4.172], [3.270, 1.185, 3.546], [2.765, 2.876, 2.107], [3.065, 3.194, -0.217], [1.594, 3.906, 0.120], [-1.456, 3.657, 2.280], [-1.809, 4.108, 0.895], [-2.785, 5.123, 0.745], [-3.166, 5.530, -0.496], [-2.584, 4.917, -1.630], [-2.937, 5.213, -2.974], [-4.220, 6.540, -3.346], [-2.373, 4.534, -4.012], [-1.421, 3.530, -3.754], [-0.697, 2.546, -5.195], [-1.019, 3.236, -2.476], [-0.124, 2.262, -2.206], [-1.613, 3.928, -1.382], [-1.221, 3.541, -0.137], [-1.223, 4.511, 2.916], [-0.611, 2.976, 2.268], [-2.307, 3.142, 2.733], [-3.224, 5.565, 1.631], [-3.912, 6.301, -0.629], [-2.655, 4.754, -5.033], [-1.540, -1.089, -0.126], [-2.233, -0.294, 0.580], [-2.233, 0.937, 0.246], [-2.924, -0.740, 1.800], [-2.684, -2.019, 2.279], [-3.236, -2.385, 3.486], [-4.049, -1.542, 4.219], [-4.272, -0.280, 3.701], [-3.720, 0.146, 2.512], [-5.104, 0.674, 4.473], [-5.607, 0.264, 5.490], [-5.185, 1.803, 4.037], [-2.901, -3.718, 4.032], [-3.458, -4.057, 5.047], [-2.097, -4.379, 3.403], [-2.065, -2.712, 1.731], [-4.479, -1.846, 5.162], [-3.907, 1.150, 2.159], [2.512, -2.659, 4.327], [1.357, -3.088, 3.685], [1.158, -2.783, 2.346], [2.117, -2.061, 1.638], [3.274, -1.635, 2.285], [3.469, -1.935, 3.628], [1.754, -1.580, -0.382], [3.507, -0.620, -1.063], [4.769, -1.214, -1.012], [5.870, -0.560, -1.546], [5.720, 0.683, -2.151], [4.467, 1.275, -2.221], [3.366, 0.622, -1.677], [1.894, -3.404, -1.442], [2.557, -3.439, -2.667], [2.579, -4.612, -3.411], [1.940, -5.750, -2.935], [1.282, -5.717, -1.713], [1.254, -4.546, -0.968], [2.674, -2.905, 5.369], [0.615, -3.671, 4.217], [0.252, -3.132, 1.863], [4.036, -1.083, 1.747], [4.380, -1.621, 4.123], [4.898, -2.193, -0.564], [6.846, -1.025, -1.502], [6.580, 1.182, -2.578], [4.341, 2.234, -2.712], [2.399, 1.122, -1.731], [3.089, -2.568, -3.037], [3.107, -4.640, -4.356], [1.964, -6.665, -3.512], [0.795, -6.607, -1.334], [0.743, -4.543, -0.010]]
}

***

3.
{
  "formula": "C8H12NO3",
  "method": "wB97M-V/def2-TZVPD",
  "lumo_ev": [-3.944, -3.945],
  "orbital_gap_ev": [8.702, 8.700],
  "total_charge": 1,
  "symbols": ["C", "C", "C", "C", "C", "C", "C", "C", "N", "O", "O", "O", "H", "H", "H", "H", "H", "H", "H", "H", "H", "H", "H", "H"],
  "coordinates": [[-3.795, -0.475, -1.262], [-1.629, 0.144, 0.162], [-1.894, -1.031, 2.257], [1.719, -0.258, -1.458], [1.238, 1.125, -1.902], [0.779, -0.588, -0.309], [-0.269, 1.121, -1.622], [-1.663, -0.645, 3.650], [-0.541, -0.114, -0.807], [-2.999, -0.817, -2.020], [-4.595, -0.159, -0.516], [-1.547, -0.437, 1.258], [1.613, -0.987, -2.261], [2.760, -0.250, -1.142], [1.732, 1.902, -1.320], [1.451, 1.309, -2.951], [0.745, -1.650, -0.061], [1.041, -0.009, 0.581], [-0.581, 1.989, -1.040], [-0.866, 1.085, -2.530], [-1.135, 0.304, 3.758], [-1.118, -1.441, 4.158], [-2.634, -0.590, 4.143], [-0.910, -0.816, -1.463]]
}

***

4.
{
  "formula": "C10H18F12O20P2PtS4",
  "method": "wB97M-V/def2-TZVPD",
  "lumo_ev": [3.574, 3.573],
  "multiplicity": 3,
  "orbital_gap_ev": [5.937, 6.903],
  "total_charge": -2,
  "symbols": ["Pt", "C", "F", "F", "F", "S", "O", "O", "O", "C", "F", "F", "F", "S", "O", "O", "O", "C", "F", "F", "F", "S", "O", "O", "O", "C", "F", "F", "F", "S", "O", "O", "O", "C", "O", "P", "O", "O", "C", "O", "C", "H", "H", "H", "H", "H", "H", "H", "H", "H", "C", "O", "P", "O", "O", "C", "O", "C", "H", "H", "H", "H", "H", "H", "H", "H", "H"],
  "coordinates": [[-0.174, -0.399, -0.595], [-2.053, -4.031, 1.405], [-1.566, -4.468, 0.292], [-3.022, -4.781, 1.773], [-1.082, -4.089, 2.384], [-2.661, -2.234, 1.267], [-3.762, -2.242, 0.299], [-3.094, -1.809, 2.588], [-1.445, -1.460, 0.838], [1.630, 3.243, -2.321], [1.943, 3.930, -3.469], [2.334, 3.737, -1.342], [0.351, 3.417, -1.989], [2.117, 1.379, -2.490], [1.597, 0.622, -1.345], [1.459, 0.929, -3.701], [3.600, 1.453, -2.637], [-3.006, 1.570, -3.099], [-4.056, 1.689, -3.948], [-2.056, 2.381, -3.483], [-3.387, 1.868, -1.841], [-2.427, -0.207, -3.268], [-3.545, -0.973, -2.736], [-2.124, -0.496, -4.699], [-1.237, -0.333, -2.432], [0.886, -4.716, -2.272], [0.157, -5.580, -3.004], [0.856, -4.995, -0.968], [2.139, -4.717, -2.730], [0.117, -2.979, -2.553], [0.584, -2.516, -3.860], [-1.299, -3.239, -2.464], [0.608, -2.116, -1.492], [2.999, 1.186, 2.751], [3.059, -0.236, 2.694], [2.660, -1.165, 1.430], [1.297, -0.885, 0.867], [3.922, -0.985, 0.405], [3.896, -1.288, -0.973], [2.832, -2.656, 2.045], [2.027, -3.016, 3.127], [2.125, 1.399, 2.135], [3.802, 1.722, 2.247], [2.757, 1.571, 3.742], [4.551, -2.158, -0.949], [4.452, -0.500, -1.480], [2.954, -1.557, -1.451], [1.001, -2.744, 2.876], [2.270, -2.392, 3.987], [2.092, -4.102, 3.178], [-1.978, 4.453, -0.204], [-2.257, 3.564, 0.868], [-1.293, 2.305, 1.138], [-1.120, 1.398, 0.001], [0.145, 2.856, 1.607], [0.225, 3.604, 2.834], [-1.904, 1.620, 2.497], [-3.241, 1.242, 2.514], [-2.354, 5.428, 0.103], [-2.403, 4.084, -1.137], [-0.894, 4.571, -0.227], [1.270, 3.462, 3.110], [-0.278, 3.236, 3.728], [-0.072, 4.640, 2.668], [-3.404, 0.365, 3.141], [-3.716, 1.155, 1.537], [-3.801, 1.985, 3.081]]
}

***

no.,energy (eV)
1,-76734.647
2,-218877.297
3,-16110.999
4,-149391.328